No. 1
The following is a DFT calculation (ωB97M-V with the def2-TZVPD basis set) of a cluster of 2 separate species, C2H3O3PS in total at a distorted geometry.

Results
gap between HOMO and LUMO: 0.368 Ha
max |F|: 3.320 eV Å⁻¹
net charge: 0
HOMO: -10.470 eV
2S+1: 1
energy above the lowest of the compared OMol25 structures with the same formula, charge and spin: 191.7 kJ/mol

Each line ends with the natural charge from an NBO analysis.
Geometry (Å):
C (-0.6429, -0.4724, 0.5383)  -0.259
C (-0.4899, -1.6282, 0.7596)  -0.210
O (0.3849, 0.8376, -2.7436)  -1.006
O (-0.5815, 2.6565, -1.1115)  -1.049
O (0.7400, 2.2939, 1.0319)  -0.902
P (-0.8519, 1.4893, -2.2423)  1.569
S (0.8635, 3.0513, -0.1703)  1.359
H (-0.7796, 0.5427, 0.6709)  0.230
H (1.9640, 2.2158, -1.0151)  0.039
H (-0.2870, -2.6504, 0.9325)  0.231

No. 2
The following is a DFT calculation (ωB97M-V with the def2-TZVPD basis set) of a structure of composition C33H47FN6O7Ti at a distorted geometry.

Results
gap between HOMO and LUMO: 0.278 Ha
max |F|: 3.537 eV Å⁻¹
net charge: +2
HOMO: -12.395 eV
2S+1: 1
energy above the lowest of the compared OMol25 structures with the same formula, charge and spin: 194.1 kJ/mol

Each line ends with the Löwdin charge.
Geometry (Å):
Ti (8.4726, 15.4210, 14.9251)  1.198
C (7.7916, 16.2168, 17.9056)  -0.043
N (8.2038, 16.8050, 16.5900)  -0.303
C (7.1557, 17.7168, 16.1818)  -0.097
C (9.4582, 17.6444, 16.9662)  -0.124
C (10.5662, 16.9276, 17.7048)  -0.186
N (11.7466, 16.7062, 16.8149)  -0.234
C (12.3076, 18.0196, 16.3353)  -0.067
C (12.7919, 15.8525, 17.4647)  -0.067
H (7.8089, 16.9887, 18.6716)  0.109
H (8.5261, 15.4886, 18.1860)  0.075
H (6.7872, 15.7885, 17.7594)  0.112
H (6.6855, 18.2423, 17.0087)  0.109
H (6.3615, 17.1825, 15.6313)  0.092
H (7.5736, 18.3972, 15.4309)  0.106
H (9.1014, 18.4939, 17.5524)  0.133
H (9.8806, 17.9869, 16.0338)  0.096
H (10.3070, 15.9721, 18.0360)  0.075
H (10.7801, 17.5010, 18.6218)  0.136
H (12.4411, 18.7733, 17.1215)  0.092
H (11.8365, 18.4824, 15.4880)  0.070
H (13.3450, 17.8395, 16.0925)  0.075
H (13.1719, 16.3774, 18.3962)  0.111
H (13.5825, 15.7076, 16.7050)  0.089
H (12.3172, 14.8918, 17.7502)  0.073
N (7.9658, 18.9332, 11.9576)  0.018
C (6.6359, 18.3916, 11.5389)  -0.269
C (5.8326, 17.5983, 12.5060)  -0.073
C (6.3850, 16.1381, 12.8034)  -0.462
O (6.2450, 15.1438, 12.1956)  0.159
O (7.2314, 16.1170, 13.8522)  -0.161
H (8.0102, 19.9713, 12.1608)  0.101
H (8.6430, 18.6480, 11.2952)  0.039
H (6.7743, 17.7936, 10.6734)  0.109
H (5.9972, 19.1415, 11.2139)  0.092
H (4.9030, 17.5274, 12.0288)  0.102
H (5.7514, 18.2359, 13.4213)  0.131
C (11.8397, 12.9560, 16.1819)  0.002
C (11.1232, 14.0316, 15.4562)  -0.322
O (9.9458, 14.3436, 15.8114)  -0.058
C (11.8013, 14.6703, 14.3444)  -0.088
C (13.1271, 14.2720, 13.9947)  -0.010
C (13.7978, 14.9531, 13.0051)  -0.066
C (13.1148, 15.9945, 12.3891)  -0.036
C (11.8809, 16.5261, 12.7879)  0.017
C (11.1635, 15.8205, 13.7263)  -0.274
O (9.9535, 16.2484, 14.0938)  -0.146
H (11.9542, 12.1320, 15.4768)  0.111
H (11.2281, 12.6344, 17.0058)  0.101
H (12.8338, 13.2954, 16.4801)  0.085
H (13.6047, 13.4316, 14.5184)  0.121
H (14.7498, 14.6203, 12.7296)  0.094
H (13.5921, 16.5107, 11.5213)  0.129
H (11.5262, 17.3945, 12.3699)  0.097
C (4.2235, 10.4749, 10.7898)  -0.052
C (5.0545, 10.0835, 12.0138)  -0.144
N (6.1466, 11.0378, 12.3553)  -0.001
C (5.9443, 11.6836, 13.5060)  0.066
C (6.8419, 12.5931, 14.0038)  -0.007
C (6.4078, 13.3376, 15.2653)  -0.491
O (5.3614, 13.1604, 15.7993)  0.150
O (7.3283, 14.1930, 15.7019)  -0.118
C (7.9335, 12.9865, 13.2396)  -0.264
O (8.7619, 13.9039, 13.4712)  -0.038
C (8.1689, 12.1808, 12.0516)  -0.057
C (9.3098, 12.4105, 11.2998)  0.108
C (9.5588, 11.7013, 10.1460)  -0.186
F (10.7183, 11.9302, 9.5073)  0.085
C (8.6337, 10.7267, 9.7092)  -0.132
C (7.5150, 10.4710, 10.4774)  0.091
C (7.2982, 11.2361, 11.6307)  -0.135
N (8.8662, 9.9188, 8.5077)  -0.112
C (8.7407, 10.6484, 7.2726)  -0.159
C (8.7238, 9.7257, 6.0696)  -0.094
N (9.8679, 8.7945, 6.1678)  0.065
C (9.9735, 8.0309, 7.4812)  -0.060
C (10.0564, 9.1337, 8.5167)  -0.186
H (3.9039, 9.5980, 10.2406)  0.083
H (4.8125, 11.1061, 10.1419)  0.073
H (3.3290, 10.9517, 11.0760)  0.066
H (5.5304, 9.1134, 11.7587)  0.125
H (4.4392, 10.0173, 12.9315)  0.131
H (5.0824, 11.4514, 14.1248)  0.158
H (10.1318, 13.0038, 11.8015)  0.168
H (6.8290, 9.7034, 10.0867)  0.137
H (9.4792, 11.4516, 7.1638)  0.134
H (7.7520, 11.1981, 7.2310)  0.164
H (8.8201, 10.2893, 5.1518)  0.142
H (7.8055, 9.1438, 6.0114)  0.146
H (10.7368, 9.3287, 6.0976)  0.186
H (9.8585, 8.1385, 5.3734)  0.195
H (10.8340, 7.3287, 7.5850)  0.157
H (9.1126, 7.4245, 7.6567)  0.130
H (10.9530, 9.7662, 8.5611)  0.132
H (10.1329, 8.6174, 9.5185)  0.165